Formula: C8H24O5
Source: the Open Molecules 2025 dataset
Level of theory: the ωB97M-V functional and the def2-TZVPD basis

Its energy above the lowest of the compared OMol25 structures with the same formula, charge and spin is 61.2 kcal per mole. As for the gap between HOMO and LUMO: 9.44 eV. Its SMILES is C=C/C=C/CCCC.O.O.O.O.O.

XYZ file:
```
37
Properties=species:S:1:pos:R:3:nbo_charge:R:1
C 3.09 1.02 0.54 -0.390
C 2.40 2.01 1.12 -0.218
C 1.28 2.71 0.44 -0.239
C 0.03 2.27 0.35 -0.174
C -0.88 2.85 -0.78 -0.424
C -2.15 1.98 -0.85 -0.394
C -1.85 0.53 -1.32 -0.397
C -3.14 -0.31 -1.16 -0.612
H 2.87 0.67 -0.51 0.201
H 3.72 0.37 1.12 0.206
H 2.65 2.55 2.04 0.209
H 1.47 3.72 0.07 0.198
H -0.31 1.31 0.87 0.201
H -0.92 3.91 -0.88 0.224
H -0.26 2.51 -1.73 0.200
H -2.69 2.48 -1.51 0.201
H -2.74 1.90 0.08 0.196
H -1.67 0.46 -2.48 0.201
H -1.10 0.11 -0.70 0.190
H -3.97 0.15 -1.78 0.205
H -3.33 -0.41 -0.11 0.205
H -3.16 -1.32 -1.63 0.205
O 1.07 -2.10 -2.63 -0.964
H 1.18 -1.86 -1.68 0.482
H 0.91 -1.21 -3.01 0.455
O -1.00 -2.51 0.21 -0.960
H -1.54 -3.24 -0.12 0.491
H -0.66 -2.04 -0.52 0.490
O 1.96 -2.71 -0.47 -0.954
H 2.15 -2.35 0.40 0.498
H 1.62 -3.59 -0.35 0.486
O -0.25 -1.72 2.66 -0.984
H -0.33 -2.45 3.25 0.471
H -0.76 -1.87 1.85 0.511
O 2.44 -1.51 3.09 -0.968
H 2.35 -0.54 2.97 0.468
H 1.51 -1.76 3.15 0.484
```



Formula: C10H34F9N4O7P
Source: the Open Molecules 2025 dataset
Level of theory: the ωB97M-V functional and the def2-TZVPD basis

As for the gap between HOMO and LUMO: 6.29 eV.

XYZ file:
```
65
Properties=species:S:1:pos:R:3:nbo_charge:R:1
N -16.42 -6.07 18.03 -0.874
H -16.81 -6.95 17.74 0.493
H -16.99 -5.80 18.81 0.444
H -16.31 -5.41 17.26 0.439
H -15.48 -6.31 18.32 0.427
N -14.94 -8.01 12.71 -0.871
H -14.41 -8.58 13.35 0.459
H -15.07 -8.47 11.82 0.439
H -14.40 -7.21 12.45 0.393
H -15.83 -7.66 13.04 0.490
N -14.05 -9.59 17.22 -0.896
H -14.02 -10.58 17.38 0.450
H -13.28 -9.09 17.64 0.410
H -14.97 -9.24 17.48 0.476
H -13.84 -9.58 16.23 0.465
N -16.92 -9.73 15.40 -0.933
H -16.88 -9.42 16.36 0.429
H -17.60 -10.48 15.44 0.454
H -16.03 -10.08 15.08 0.460
H -17.28 -9.04 14.76 0.470
C -17.46 -9.22 19.00 -0.239
O -16.72 -8.76 17.93 -1.036
H -17.41 -10.31 19.08 0.166
H -17.25 -8.74 19.96 0.124
H -18.52 -9.01 18.86 0.150
C -13.14 -10.78 14.13 -0.241
O -14.49 -10.41 14.31 -1.040
H -13.17 -11.44 13.27 0.182
H -12.60 -9.85 13.96 0.102
H -12.75 -11.22 15.04 0.108
C -18.50 -6.73 14.00 0.356
O -19.43 -7.48 14.74 -0.552
O -17.45 -7.50 13.56 -0.953
C -19.32 -5.82 13.00 0.926
F -19.88 -6.52 11.93 -0.332
F -20.23 -5.00 13.59 -0.338
F -18.59 -4.92 12.24 -0.360
C -19.86 -7.06 16.09 -0.053
C -20.83 -8.08 16.62 -0.634
H -21.35 -7.85 17.55 0.206
H -21.67 -8.16 15.93 0.234
H -20.37 -9.06 16.71 0.221
H -20.37 -6.10 15.99 0.179
H -19.06 -6.99 16.82 0.123
H -18.04 -6.01 14.67 0.070
P -19.33 -11.54 12.72 2.590
F -18.04 -10.55 12.90 -0.607
F -19.32 -11.16 11.16 -0.589
F -18.26 -12.77 12.35 -0.614
F -20.51 -12.61 12.56 -0.579
F -19.13 -11.93 14.32 -0.605
F -20.40 -10.25 12.98 -0.591
C -18.63 -15.60 19.60 -0.624
C -18.28 -15.48 18.10 0.068
C -19.47 -15.05 17.24 -0.089
O -19.05 -13.97 16.56 -0.448
C -17.80 -13.65 16.95 0.979
O -17.16 -12.70 16.52 -0.601
O -17.42 -14.45 17.96 -0.484
H -18.89 -14.70 20.16 0.217
H -17.80 -16.08 20.12 0.215
H -19.54 -16.19 19.64 0.210
H -17.91 -16.48 17.85 0.181
H -20.31 -14.81 17.89 0.178
H -19.72 -15.79 16.48 0.199
```



Formula: C4BrIO3
Source: the Open Molecules 2025 dataset
Level of theory: the ωB97M-V functional and the def2-TZVPD basis

As for the gap between HOMO and LUMO (alpha / beta): 7.34 / 7.42 eV.

XYZ file:
```
9
Properties=species:S:1:pos:R:3:nbo_charge:R:1
C 0.09 -1.24 0.25 -0.162
C -1.15 0.38 -0.34 -0.254
C 1.33 -0.50 0.14 0.625
C -0.13 1.39 -0.13 0.607
O 2.44 -0.94 0.18 -0.487
O -0.30 2.57 -0.10 -0.487
O 1.13 0.86 0.02 -0.487
Br -0.28 -2.96 -0.06 0.271
I -3.12 0.44 0.04 0.375
```



Formula: C4H24B2CuN8O4
Source: the Open Molecules 2025 dataset
Level of theory: the ωB97M-V functional and the def2-TZVPD basis

As for the expectation value of S²: 0.751. Its energy above the lowest of the compared OMol25 structures with the same formula, charge and spin is 36.0 kcal per mole. As for the gap between HOMO and LUMO (alpha / beta): 9.07 / 7.50 eV. As for the multiplicity: 2.

XYZ file:
```
43
Properties=species:S:1:pos:R:3:nbo_charge:R:1
Cu -0.05 -0.05 -0.30 1.696
B -0.65 -1.38 1.52 -0.890
H 0.40 -1.38 1.09 -0.027
H -0.69 -2.06 2.45 0.035
H -0.90 -0.30 1.85 -0.015
H -1.45 -1.76 0.77 -0.044
B -0.21 0.59 -2.52 -0.901
H -0.93 -0.20 -2.11 -0.015
H -0.31 1.58 -1.92 -0.031
H 0.87 0.17 -2.42 -0.021
H -0.49 0.78 -3.62 0.037
C -3.38 0.29 0.47 0.803
O -2.39 0.52 -0.22 -0.676
N -3.81 -0.96 0.73 -0.851
N -4.07 1.27 1.13 -0.836
H -4.78 -1.21 0.76 0.385
H -3.17 -1.71 0.55 0.431
H -5.02 1.15 1.43 0.384
H -3.82 2.23 0.94 0.382
C -0.10 2.36 1.75 0.835
O -0.06 1.84 0.64 -0.715
N 1.06 2.58 2.50 -0.839
N -1.17 3.05 2.22 -0.825
H 1.04 3.15 3.31 0.387
H 1.89 2.10 2.20 0.415
H -1.10 3.43 3.14 0.393
H -1.84 3.29 1.51 0.415
C 0.95 -3.27 -1.37 0.792
O 0.59 -2.10 -1.23 -0.690
N 1.00 -4.08 -0.29 -0.842
N 1.25 -3.84 -2.56 -0.827
H 0.50 -3.75 0.52 0.429
H 1.19 -5.07 -0.26 0.383
H 1.58 -4.79 -2.51 0.375
H 1.54 -3.28 -3.34 0.414
C 2.96 1.11 -0.57 0.796
O 2.09 0.35 -0.13 -0.715
N 2.65 2.17 -1.36 -0.840
N 4.28 0.82 -0.48 -0.828
H 3.33 2.48 -2.03 0.390
H 1.65 2.28 -1.48 0.452
H 4.91 1.48 -0.89 0.384
H 4.64 0.12 0.14 0.413
```



Computed E_tot, in the same sequence as the records: -695.29828, -2387.29334, -3249.68120, -2595.95135 hartree.